1.
C7H8N2O | the ωB97M-V functional and the def2-TZVPD basis

Values from the calculation:
Energy relative to the best compared isomer or geometry (same formula, charge and spin) ... 3.073 eV
Frontier orbital gap ... 9.7 eV
Molecular weight ... 136.2 g mol⁻¹
Net charge ... 0
Maximum force ... 12.1 eV/Å

Structure (XYZ):
```
18
C7H8N2O the ωB97M-V functional and the def2-TZVPD basis
O -1.132 -1.947 1.070
N -0.302 0.274 1.166
N 0.309 1.691 -0.486
C -0.860 -0.959 1.656
C 1.144 0.899 -2.625
C -1.152 -0.854 3.201
C 0.798 1.937 -1.647
C 0.104 0.325 -0.160
C 0.466 -0.628 -0.962
C 1.005 -0.392 -2.189
H -0.982 -1.717 3.580
H -0.532 1.088 1.394
H 0.904 3.002 -1.871
H 0.346 -1.839 -0.697
H -2.171 -0.575 3.495
H 1.672 1.250 -3.560
H 1.198 -1.513 -2.941
H -0.465 0.158 3.638
```

Atom charges from the natural (NBO) analysis, given in e for atoms 1 to 5: number 1, O, carries -0.5551; number 2, N, carries -0.6087; number 3, N, carries -0.4500; number 4, C, carries 0.7110; number 5, C, carries -0.3160

=====

2.
C17H13IrN4O3S | the ωB97M-V functional and the def2-TZVPD basis

Values from the calculation:
Energy relative to the best compared isomer or geometry (same formula, charge and spin) ... 0.956 eV
Frontier orbital gap ... 7.1 eV
Molecular weight ... 545.6 g mol⁻¹
Net charge ... 0
Maximum force ... 1.0 eV/Å

Structure (XYZ):
```
39
C17H13IrN4O3S the ωB97M-V functional and the def2-TZVPD basis
Ir 0.575 0.441 -0.221
S 1.928 2.597 -1.014
O -0.631 3.586 3.188
O -0.237 -0.959 -1.485
O -0.113 1.470 1.279
N 0.066 -1.171 0.946
N 1.454 5.224 -0.079
N 2.449 -0.044 -2.634
N -0.022 -2.391 0.279
C 0.526 -3.214 -3.125
C -0.146 -2.166 -0.982
C -0.117 -5.462 -3.670
C 1.814 0.130 -1.686
C 0.107 4.103 2.082
C -0.363 -0.094 3.074
C -0.222 -1.210 2.195
C -0.586 2.272 3.484
C -0.906 0.663 5.285
C -0.323 1.219 2.572
C 1.583 4.129 -0.426
C -0.858 -4.472 -1.609
C -0.884 1.968 4.804
C -0.837 -5.544 -2.486
C -0.642 -0.369 4.420
C -0.171 -3.307 -1.925
C 0.564 -4.296 -3.990
H -0.646 -1.398 4.759
H -1.382 -6.447 -2.245
H -1.407 -4.527 -0.678
H -0.082 -6.310 -4.342
H -1.127 0.473 6.325
H -0.449 -2.197 2.587
H -0.394 3.900 1.141
H 1.046 -2.297 -3.364
H 0.170 5.176 2.238
H 1.113 3.685 2.063
H 2.975 -0.195 -3.466
H 1.125 -4.230 -4.913
H -1.098 2.804 5.458
```

Atom charges from the natural (NBO) analysis, given in e for atoms 1 to 5: number 1, Ir, carries 0.9833; number 2, S, carries -0.2171; number 3, O, carries -0.4967; number 4, O, carries -0.6206; number 5, O, carries -0.7183

=====

3.
C5H9N3 | the ωB97M-V functional and the def2-TZVPD basis

Values from the calculation:
Energy relative to the best compared isomer or geometry (same formula, charge and spin) ... 5.683 eV
Frontier orbital gap ... 9.3 eV
Molecular weight ... 111.1 g mol⁻¹
Net charge ... 0
Maximum force ... 6.3 eV/Å
SMILES ... C1=NNC2CN(C1)C2

Structure (XYZ):
```
17
C5H9N3 the ωB97M-V functional and the def2-TZVPD basis
N 0.453 -0.627 1.485
N -0.772 0.800 -0.915
N 1.145 -1.099 0.475
C 0.420 0.241 -1.680
C 1.246 -0.598 -0.741
C -0.151 1.395 0.293
C -0.641 0.147 1.119
C -1.585 -0.329 -0.036
H -2.573 0.076 0.026
H -1.476 -1.391 -0.274
H -0.836 2.124 0.444
H 0.267 -1.484 1.940
H 2.352 -0.958 -1.295
H 0.965 1.600 0.243
H 0.845 1.257 -1.695
H -1.126 0.452 2.196
H 0.067 -0.328 -2.624
```

Atom charges from the natural (NBO) analysis, given in e for atoms 1 to 5: number 1, N, carries -0.4097; number 2, N, carries -0.3979; number 3, N, carries -0.2716; number 4, C, carries -0.3284; number 5, C, carries -0.0170

=====

4.
C2H3F2O2Si | the ωB97M-V functional and the def2-TZVPD basis

Values from the calculation:
Energy relative to the best compared isomer or geometry (same formula, charge and spin) ... 1.097 eV
Frontier orbital gap ... 9.7 eV
Molecular weight ... 125.1 g mol⁻¹
Net charge ... -1
Maximum force ... 4.6 eV/Å

Structure (XYZ):
```
10
C2H3F2O2Si the ωB97M-V functional and the def2-TZVPD basis
Si -1.157 0.098 0.886
F -2.625 0.754 0.706
F -0.617 1.403 1.798
O -0.584 -1.407 -2.383
O -1.600 -1.320 -0.374
C 0.082 0.068 -0.540
C -0.719 -0.960 -1.262
H 0.568 1.331 -1.461
H -1.097 -0.856 1.987
H 1.074 -0.290 -0.289
```

Atom charges from the natural (NBO) analysis, given in e for atoms 1 to 5: number 1, Si, carries 1.9447; number 2, F, carries -0.6663; number 3, F, carries -0.7033; number 4, O, carries -0.6713; number 5, O, carries -0.7738

=====

5.
C17H16F6N6O5S3W | the ωB97M-V functional and the def2-TZVPD basis

Values from the calculation:
Energy relative to the best compared isomer or geometry (same formula, charge and spin) ... 0.000 eV
⟨S²⟩ ... 2.022
2S+1 ... 3
Frontier orbital gap (alpha / beta) ... 7.3 / 6.5 eV
Molecular weight ... 778.4 g mol⁻¹
Net charge ... +2
Maximum force ... 1.2 eV/Å

Structure (XYZ):
```
54
C17H16F6N6O5S3W the ωB97M-V functional and the def2-TZVPD basis
W -0.018 0.861 -0.070
S 0.923 1.279 -2.283
S 1.448 2.502 1.696
S -0.278 1.139 3.217
F 0.660 -0.720 4.795
F -0.452 -1.446 3.083
F 2.578 4.514 2.857
F 1.562 -0.692 2.829
F 3.869 2.794 2.573
F 3.336 4.040 0.881
O -1.162 1.451 4.264
O 0.474 3.207 0.870
O -0.902 1.041 1.855
O 0.646 -0.961 -0.117
O 1.879 1.329 0.867
N 3.370 1.310 -3.207
N -1.650 -0.388 -0.503
N -1.461 -1.744 -0.418
N 0.990 2.098 3.123
N -1.589 2.089 -0.877
N 2.976 -0.364 -1.689
C -3.946 2.273 -1.235
C 0.436 -0.567 3.517
C -1.446 3.379 -1.213
C 2.557 0.685 -2.371
C 0.347 -3.333 -0.129
C 1.391 -5.892 0.056
C -2.838 0.082 -0.718
C -0.444 -4.434 -0.469
C 2.945 3.558 2.045
C -4.066 -0.741 -0.816
C 1.658 -3.520 0.311
C 2.176 -4.800 0.403
C 0.082 -5.709 -0.377
C -0.210 -1.994 -0.220
C -2.526 4.171 -1.556
C -2.830 1.531 -0.924
C -3.795 3.621 -1.545
H -4.597 -0.519 -1.742
H 2.263 -2.675 0.621
H -2.360 5.206 -1.819
H -0.445 3.779 -1.185
H -0.525 -6.563 -0.644
H 3.923 -0.701 -1.769
H -1.459 -4.282 -0.808
H -4.659 4.223 -1.790
H -3.825 -1.797 -0.777
H -4.921 1.808 -1.251
H 3.188 -4.950 0.754
H 4.286 0.953 -3.434
H 2.320 -0.878 -1.117
H 1.798 -6.892 0.129
H 3.055 2.135 -3.691
H -4.732 -0.497 0.017
```

Atom charges from the natural (NBO) analysis, given in e for atoms 1 to 5: number 1, W, carries 1.7328; number 2, S, carries -0.0985; number 3, S, carries 2.1622; number 4, S, carries 2.2213; number 5, F, carries -0.2596

=====

6.
C6H12NS | the ωB97M-V functional and the def2-TZVPD basis

Values from the calculation:
Energy relative to the best compared isomer or geometry (same formula, charge and spin) ... 2.093 eV
Frontier orbital gap ... 8.5 eV
Molecular weight ... 130.2 g mol⁻¹
Net charge ... +1
Maximum force ... 5.7 eV/Å
SMILES ... CC1=CS[C@H](C)[C@H]1[NH3+]

Structure (XYZ):
```
20
C6H12NS the ωB97M-V functional and the def2-TZVPD basis
S -2.122 1.082 0.414
N 0.510 -0.104 -2.046
C 0.582 0.887 0.424
C -1.485 -0.540 -0.130
C -0.474 1.588 0.819
C 2.013 1.069 0.742
C -1.577 -1.619 0.866
C 0.228 -0.255 -0.529
H 2.376 2.141 0.955
H -2.630 -1.460 1.140
H -2.129 -0.771 -0.976
H 2.244 0.589 1.786
H 1.515 -0.428 -1.983
H -0.001 -0.777 -2.488
H -1.361 -2.644 0.636
H 2.500 0.554 -0.059
H 0.636 -1.259 -0.297
H -0.530 2.386 1.527
H 0.489 0.864 -2.481
H -0.782 -1.303 1.679
```

Atom charges from the natural (NBO) analysis, given in e for atoms 1 to 5: number 1, S, carries 0.3053; number 2, N, carries -0.6921; number 3, C, carries -0.1301; number 4, C, carries -0.3036; number 5, C, carries -0.2665